# 1
Here is 3 unconnected molecules or ions with the total composition C19H44BBr2O11P2 in a non-equilibrium geometry from the OMol25 dataset. Energies are from wB97M-V/def2-TZVPD.

The geometry in XYZ format:
```
79
C19H44BBr2O11P2 wB97M-V/def2-TZVPD
Br -1.68 -0.15 -4.15
Br 4.00 0.23 -1.31
P 2.89 -2.73 3.77
P -4.35 3.60 -0.54
O 2.32 -4.25 3.57
O -4.79 2.19 -0.54
O 4.44 -3.24 3.69
O 1.82 -2.09 4.57
O 0.54 -4.18 -5.41
O -4.75 5.17 -0.67
O -2.95 3.70 -1.32
O 2.79 -2.20 2.26
O 0.49 -2.14 -4.28
O -3.81 3.81 0.99
O 0.96 -2.23 -6.67
C 0.11 0.18 -1.94
C 1.18 -0.82 -4.16
C 2.37 -1.12 -3.27
C -3.49 4.64 -3.52
C 3.11 -0.83 1.97
C -0.07 -4.61 3.65
C 4.61 -4.77 5.61
C 1.25 -4.75 4.37
C -4.14 2.88 2.02
C -2.92 3.47 -2.74
C 0.16 0.13 -3.48
C -0.39 -1.10 -1.26
C 3.04 1.35 -3.77
C 5.14 -3.53 4.92
C -6.11 5.57 -0.38
C 4.60 -0.58 2.02
C 3.45 0.00 -3.21
C -6.45 5.45 1.09
C -3.03 1.86 2.21
B 0.68 -2.79 -5.44
H 2.53 1.26 -4.72
H 5.28 -5.06 6.43
H 2.13 -1.45 -2.25
H -1.87 3.33 -3.01
H -5.09 2.38 1.81
H -0.13 -5.31 2.81
H 2.74 -0.63 0.96
H 1.09 0.48 -1.57
H -7.42 5.92 1.29
H 3.62 -4.60 6.04
H 5.08 -2.66 5.59
H -1.12 -1.62 -1.86
H 2.87 -1.98 -3.72
H 4.54 -5.60 4.91
H 0.44 -1.76 -0.98
H 6.18 -3.67 4.65
H 0.27 -4.43 -4.53
H -3.35 1.05 2.86
H -2.15 2.34 2.66
H -6.80 4.97 -0.98
H 4.34 -0.34 -3.74
H -0.57 0.99 -1.67
H -0.20 -3.61 3.24
H 2.40 1.85 -3.04
H -5.69 5.93 1.70
H 1.46 -5.81 4.55
H -6.20 6.60 -0.71
H -0.89 -0.81 -0.33
H 3.90 2.01 -3.90
H -3.03 5.58 -3.21
H -2.70 1.44 1.26
H 1.23 -4.25 5.34
H -3.44 2.54 -2.99
H 5.14 -1.30 1.40
H -4.57 4.74 -3.35
H 4.84 0.43 1.66
H -0.90 -4.82 4.32
H 1.22 -2.95 -7.25
H -6.52 4.41 1.41
H 0.40 1.14 -3.81
H 4.98 -0.68 3.04
H -3.33 4.50 -4.59
H -4.28 3.45 2.94
H 2.57 -0.17 2.66
```

As for the net charge: -1. The LUMO energy comes out at 2.18 eV. The molecular weight comes out at 681.118 g mol⁻¹. The HOMO-LUMO gap comes out at 4.24 eV.


# 2
Here is 5 unconnected molecules or ions with the total composition C19H44BFN2O11P2 in a non-equilibrium geometry from the OMol25 dataset. Energies are from wB97M-V/def2-TZVPD.

The geometry in XYZ format:
```
80
C19H44BFN2O11P2 wB97M-V/def2-TZVPD
P -2.98 0.53 -2.56
P -3.37 2.12 0.08
F 0.85 -2.26 -0.69
O -4.57 0.55 -2.12
O -4.69 2.75 -0.67
O -1.04 -2.06 -1.83
O 4.60 -1.24 -1.89
O -0.18 3.36 -3.55
O -2.97 1.44 -3.91
O -0.03 3.19 0.92
O -4.31 -2.41 1.29
O 2.64 4.26 0.58
O -0.06 0.48 -4.08
O 0.84 -1.70 2.19
N 0.88 -0.94 -2.51
N -1.85 2.93 -2.02
C -0.78 1.03 1.98
C 0.21 -2.12 3.41
C -0.60 2.69 -2.64
C 0.28 0.35 -2.93
C 0.11 -1.74 -1.71
C -3.79 0.44 0.69
C -2.18 1.69 -1.29
C -5.03 -3.63 1.17
C -4.09 -4.83 1.13
C -0.80 1.24 -0.74
C 2.35 0.49 0.07
C 3.98 -2.52 -1.85
C 0.16 1.51 -1.91
C 0.27 -3.62 3.58
C 3.38 4.60 1.74
C 5.00 -3.64 -1.69
C 3.79 3.37 2.53
C 1.52 2.18 -1.66
C 2.68 1.32 -1.16
B -0.51 1.91 0.70
H 5.70 -3.64 -2.52
H -1.91 3.79 -1.49
H -5.68 -3.69 2.04
H 1.50 -0.15 -0.07
H 0.38 -2.13 1.47
H -4.62 -0.01 0.17
H 3.40 -2.66 -2.77
H -5.07 0.93 -2.85
H 1.31 -3.97 3.57
H 4.37 3.64 3.41
H -0.93 0.19 -0.50
H -3.73 -2.34 0.52
H 1.44 3.03 -1.01
H 3.47 2.00 -0.87
H -0.54 3.86 0.47
H 1.85 3.78 0.86
H -1.64 1.43 2.52
H 5.20 -1.22 -2.63
H 3.29 -2.51 -1.01
H 5.57 -3.49 -0.77
H -5.65 -3.60 0.27
H -5.16 3.30 -0.05
H 1.81 -0.82 -2.14
H -1.05 0.03 1.70
H 2.78 5.28 2.36
H 1.81 2.57 -2.63
H -0.19 -3.93 4.51
H -3.42 -4.76 0.27
H -0.83 -1.77 3.41
H 3.08 0.72 -1.97
H 0.74 -1.62 4.22
H -3.47 -4.86 2.03
H -2.92 -0.17 0.48
H 0.08 0.96 2.63
H -4.65 -5.76 1.06
H 4.38 2.70 1.91
H -3.95 0.44 1.76
H -0.24 -4.13 2.75
H 2.06 1.17 0.87
H 4.26 5.15 1.40
H 3.22 -0.05 0.42
H 2.90 2.81 2.85
H 4.51 -4.61 -1.65
H -3.16 2.37 -3.71
```

As for the SMILES: CCC[C@]1(C(=O)NC(=O)F)C(=O)N[C@@](P(C)O)(P(O)O)[C@@H]1B(C)O.CCO.CCO.CCO.CCO. The LUMO energy comes out at 0.21 eV. The molecular weight comes out at 568.322 g mol⁻¹. The HOMO-LUMO gap comes out at 8.26 eV.


# 3
Here is 3 unconnected molecules or ions with the total composition C19H45B3O12 in a non-equilibrium geometry from the OMol25 dataset. Energies are from wB97M-V/def2-TZVPD.

The geometry in XYZ format:
```
79
C19H45B3O12 wB97M-V/def2-TZVPD
O -4.85 -0.81 -4.02
O 8.41 3.58 2.62
O -4.91 -1.70 0.86
O 1.32 1.07 0.29
O -4.23 0.29 1.96
O -4.83 -1.62 3.24
O -2.22 0.76 -0.07
O 5.77 4.97 1.99
O 6.00 1.75 3.10
O 3.02 -1.74 1.75
O -5.74 -2.78 -6.20
O -7.48 -2.22 -3.41
C -0.02 1.39 0.58
C -6.17 -0.38 -4.32
C 2.95 -3.16 1.76
C -4.51 -2.18 -4.19
C 7.67 3.36 3.81
C -0.96 0.24 0.23
C 7.10 1.97 3.97
C 5.54 6.22 2.59
C 2.01 0.36 1.30
C -3.18 -0.25 -0.35
C 5.97 0.47 2.50
C 1.94 -1.14 1.09
C -7.23 -0.83 -3.34
C 6.91 4.90 1.16
C -5.83 -2.35 -7.54
C 7.71 3.64 1.38
C -7.59 -2.87 -2.17
C 2.26 -3.68 3.01
C -4.46 -2.67 -5.62
B -4.15 -0.54 0.85
B -4.96 -2.34 2.07
B -4.14 -0.43 3.13
H -6.92 -0.55 -2.33
H -3.40 -0.06 3.99
H 3.06 0.65 1.25
H 6.98 0.13 2.22
H 2.42 -3.50 0.86
H 6.75 1.87 5.01
H -0.52 -0.31 -0.60
H -5.51 -3.13 -8.23
H 3.96 -3.55 1.69
H -1.03 -0.45 1.09
H 1.94 -1.35 0.01
H -5.24 -1.45 -7.71
H 8.41 3.49 4.61
H -6.88 -2.11 -7.73
H 7.55 5.78 1.31
H 0.99 -1.54 1.48
H -8.59 -2.75 -1.73
H 7.10 2.75 1.22
H 2.54 -3.06 3.86
H -3.75 0.00 -1.25
H 5.51 -0.27 3.16
H 6.47 6.68 2.93
H 1.65 0.64 2.29
H 6.90 4.12 3.96
H -0.28 2.24 -0.05
H -6.45 -0.62 -5.35
H 7.89 1.23 3.80
H 2.60 -4.70 3.22
H -5.15 -2.82 -3.58
H -6.12 0.71 -4.25
H -8.15 -0.29 -3.58
H 5.03 6.91 1.90
H -3.98 -3.66 -5.61
H -7.41 -3.93 -2.33
H -6.84 -2.50 -1.45
H -2.68 -1.20 -0.58
H -5.08 -3.52 2.15
H 4.90 6.06 3.46
H 1.18 -3.73 2.90
H -0.12 1.69 1.63
H 5.37 0.55 1.59
H 6.58 4.90 0.11
H 8.50 3.64 0.63
H -3.50 -2.26 -3.79
H -3.82 -1.99 -6.20
```

As for the SMILES: CCOCCOCCOCB1OBOBO1.COCCOCCOC.COCCOCCOC. The LUMO energy comes out at 0.32 eV. The molecular weight comes out at 497.993 g mol⁻¹. The HOMO-LUMO gap comes out at 9.33 eV.


Question: Which value of molecular weight does entry 2 give?
Answer: 568.322 g mol⁻¹